No. 1
{"formula": "C22H26Ge2O3PdSSbSe4", "method": "the ωB97M-V functional and the def2-TZVPD basis", "species": ["C", "H", "H", "Sb", "H", "C", "H", "C", "O", "O", "Ge", "H", "H", "C", "C", "H", "Se", "H", "H", "S", "C", "H", "H", "C", "H", "H", "C", "H", "Ge", "Se", "C", "H", "H", "C", "H", "C", "Se", "H", "C", "H", "H", "H", "C", "C", "C", "Pd", "H", "C", "C", "C", "C", "H", "H", "C", "O", "C", "Se", "H", "H", "C"], "coordinates": [[1.26, 1.32, 3.58], [-0.67, 4.58, 2.89], [0.35, -3.90, 0.64], [-2.99, 0.10, -1.61], [-4.97, 0.07, 3.00], [-1.86, -0.99, 2.10], [3.61, -0.44, 2.27], [-0.41, 2.52, 2.36], [3.67, 0.43, -1.94], [1.65, 1.45, -0.97], [-0.08, -0.32, 1.60], [-2.79, 0.95, 2.27], [0.04, -0.63, -6.12], [-4.16, -0.62, 2.78], [0.85, 3.64, 4.08], [-1.27, 1.37, -7.30], [-1.51, -1.94, -1.72], [-0.39, 2.90, -7.33], [-1.17, 2.57, 1.58], [2.24, 0.44, -1.88], [3.42, -1.22, 1.53], [1.89, 2.93, -3.24], [0.31, 1.46, -8.06], [-2.93, -0.13, 2.36], [4.18, -1.99, 1.65], [-3.44, -3.93, 2.80], [0.37, 1.48, -5.91], [2.07, -4.27, 0.69], [1.65, -2.01, 1.80], [-4.84, -0.73, -0.16], [0.45, 0.15, -5.49], [1.07, 4.53, 4.65], [1.81, 0.42, 3.78], [1.50, 2.15, -3.88], [3.53, -0.79, 0.54], [-0.13, 3.67, 3.09], [-3.74, 0.34, -3.97], [0.60, -3.20, 3.84], [-0.28, 1.83, -7.22], [2.32, 2.43, 5.08], [0.84, 3.50, -5.40], [-5.31, -2.37, 3.29], [1.58, -2.76, 3.63], [1.55, 2.46, 4.32], [1.34, -3.47, 0.53], [-0.29, 0.23, -1.02], [1.11, -1.21, -3.96], [0.91, 2.47, -5.09], [-3.31, -2.86, 2.67], [1.57, 0.82, -3.48], [0.27, 1.33, 2.59], [-1.27, -3.06, 2.06], [1.77, -1.99, 4.37], [-2.08, -2.36, 2.25], [1.62, -0.87, -1.55], [-4.35, -1.99, 2.95], [-2.02, 2.27, -1.24], [2.33, -3.54, 3.75], [1.45, -3.08, -0.48], [1.05, -0.18, -4.29]], "nbo_charge": [-0.21, 0.21, 0.22, 0.83, 0.22, -0.46, 0.23, -0.15, -0.93, -0.98, 0.70, 0.22, 0.21, -0.22, -0.19, 0.22, -0.04, 0.22, 0.20, 2.38, -1.06, 0.24, 0.22, -0.16, 0.23, 0.22, 0.00, 0.23, 1.20, -0.09, -0.24, 0.21, 0.20, -0.16, 0.26, -0.23, -0.10, 0.23, -0.63, 0.21, 0.21, 0.22, -1.07, -0.21, -1.07, 0.58, 0.23, -0.22, -0.19, -0.39, -0.44, 0.21, 0.23, -0.22, -1.01, -0.23, -0.44, 0.23, 0.25, -0.13], "energy_ha": -15605.45321, "lumo_energy_ev": [-1.8, -3.5], "relative_energy_kcal_mol": 32.33, "molar_mass_g_mol": 1059.754, "homo_lumo_gap_ev": [4.86, 5.39], "largest_force_ev_per_a": 0.5, "multiplicity": 6}

---

No. 2
{"formula": "C3H3N2O", "method": "the ωB97M-V functional and the def2-TZVPD basis", "species": ["H", "C", "H", "N", "C", "N", "C", "H", "O"], "coordinates": [[-0.84, 1.73, -0.12], [-0.10, -0.01, -0.04], [0.86, 0.52, -0.20], [-1.30, -2.01, -0.11], [-0.22, -1.46, 0.07], [-2.34, 0.17, 0.12], [-1.18, 0.73, 0.00], [0.77, -2.10, 0.35], [-3.47, 0.40, -0.03]], "nbo_charge": [0.29, 0.07, 0.28, -0.02, -0.13, 0.37, -0.19, 0.30, 0.04], "energy_ha": -300.34096, "total_charge": 1, "lumo_energy_ev": [-8.2, -8.1], "relative_energy_kcal_mol": 143.34, "molar_mass_g_mol": 83.070, "homo_lumo_gap_ev": [8.51, 7.58], "largest_force_ev_per_a": 4.7}

---

No. 3
{"formula": "C7H19N2O", "method": "the ωB97M-V functional and the def2-TZVPD basis", "species": ["H", "H", "H", "H", "H", "C", "H", "H", "H", "N", "N", "O", "C", "C", "H", "H", "H", "C", "C", "H", "H", "H", "C", "H", "H", "H", "C", "H", "H"], "coordinates": [[0.39, 1.18, -3.05], [2.25, -3.04, 3.95], [0.50, 2.06, 0.98], [-1.32, -2.40, 1.70], [-2.15, 2.46, -2.60], [-1.13, 2.58, -3.03], [-0.32, 2.12, -0.64], [-1.38, 0.08, -4.04], [-1.19, 2.62, -4.08], [-1.06, 0.80, 0.85], [-0.52, 1.32, -2.63], [0.95, -0.83, 1.83], [1.53, -1.29, 3.03], [-1.02, 0.08, -3.02], [-1.07, 2.91, 0.58], [1.62, -0.59, 1.20], [-2.94, -1.59, 1.38], [2.00, -2.80, 3.00], [-1.38, -0.27, 1.19], [-0.75, 3.48, -2.67], [-0.24, -0.60, -2.80], [-1.80, -0.17, -2.26], [-0.46, 2.05, 0.43], [1.15, -3.36, 2.60], [2.86, -2.79, 2.36], [-1.80, -1.65, -0.03], [-1.89, -1.60, 1.14], [0.80, -1.30, 3.83], [2.28, -0.67, 3.50]], "nbo_charge": [0.36, 0.22, 0.25, 0.31, 0.19, -0.42, 0.30, 0.19, 0.19, -0.21, -0.65, -0.76, -0.07, -0.39, 0.26, 0.49, 0.29, -0.61, 0.67, 0.21, 0.20, 0.15, -0.47, 0.20, 0.21, 0.30, -0.74, 0.17, 0.18], "energy_ha": -462.49545, "total_charge": 1, "lumo_energy_ev": -3.2, "relative_energy_kcal_mol": 114.29, "molar_mass_g_mol": 147.242, "homo_lumo_gap_ev": 8.92, "largest_force_ev_per_a": 4.7}

---

No. 4
{"formula": "C22H36BClNO10", "method": "the ωB97M-V functional and the def2-TZVPD basis", "species": ["Cl", "C", "H", "H", "H", "C", "C", "H", "H", "C", "H", "C", "C", "H", "O", "C", "C", "O", "C", "H", "C", "H", "H", "H", "H", "H", "H", "C", "O", "O", "H", "O", "H", "O", "H", "O", "O", "C", "N", "H", "H", "H", "H", "H", "C", "H", "C", "H", "H", "H", "O", "H", "H", "C", "C", "H", "C", "H", "C", "C", "H", "H", "H", "H", "H", "C", "B", "O", "H", "C", "C"], "coordinates": [[-1.06, -8.26, 5.35], [-0.55, -5.70, -0.40], [2.50, -3.92, 0.69], [0.42, 5.48, -1.58], [-1.37, 1.72, 2.87], [-1.59, -5.52, 2.65], [3.25, 11.48, -3.19], [-0.01, 0.97, 0.87], [0.93, -5.33, -2.21], [-1.32, -5.39, -2.92], [4.13, -2.01, 0.04], [0.54, 4.63, -2.26], [-3.71, -5.14, -1.55], [2.58, -1.36, 1.01], [0.13, -5.70, 5.43], [-2.15, -5.61, 4.23], [2.96, -1.79, -0.03], [2.33, 10.45, -2.85], [2.60, 9.84, -1.67], [-2.37, -7.82, 2.10], [-0.11, 2.99, -0.74], [2.51, -3.82, -1.20], [0.99, 7.42, -0.22], [0.32, 4.97, -3.28], [-0.67, 3.13, 2.04], [-0.23, -2.01, -1.86], [2.04, 9.97, 1.12], [-0.95, -6.43, 5.05], [-1.59, -2.12, 3.59], [3.56, 10.07, -0.95], [-3.22, -4.87, -0.51], [-0.38, 3.60, -1.92], [-1.13, -5.60, -4.08], [-1.11, 2.12, -0.48], [-2.26, -4.53, 4.68], [-0.14, -1.89, -0.87], [0.85, 3.22, -0.02], [-1.38, 2.29, 1.93], [-1.29, -6.88, 0.24], [-1.72, 0.57, 0.71], [3.13, 12.32, -2.50], [-1.42, -7.75, -0.33], [0.34, 9.58, 0.87], [2.70, 7.82, -0.05], [-1.01, 1.40, 0.76], [-3.17, -6.21, 4.20], [-0.82, -4.16, 2.06], [-3.37, -6.25, -3.55], [1.34, 8.57, 1.94], [2.70, -1.06, -0.93], [1.60, 8.96, -1.40], [-4.71, -5.73, -1.29], [1.57, 4.26, -2.25], [-0.58, -2.79, 2.96], [2.20, -3.24, -0.23], [4.28, 11.11, -3.17], [1.70, 8.25, -0.16], [-1.41, -4.22, -2.73], [1.33, 9.14, 1.01], [-0.07, -5.91, -1.97], [0.14, -7.04, -2.23], [-2.37, 2.74, 1.79], [-2.61, -7.13, -2.06], [-3.96, -4.08, -2.05], [0.69, -1.17, 3.21], [-2.78, -6.05, -2.54], [0.54, -3.07, -0.26], [0.77, -2.17, 3.09], [3.03, 11.82, -4.20], [-1.81, -6.86, 1.68], [-0.30, -4.31, 0.48]], "mulliken_charge": [-0.12, -0.27, 0.25, 0.10, 0.33, 0.06, -0.62, 0.18, 0.19, -0.20, 0.34, -0.43, -0.75, 0.17, -0.44, -0.72, -0.80, -0.32, 0.74, 0.36, 0.75, 0.28, 0.01, 0.27, 0.33, 0.27, 0.32, 0.54, -0.51, -0.55, 0.09, -0.34, 0.36, -0.38, 0.33, -0.64, -0.57, -1.21, 0.14, 0.26, 0.29, 0.40, 0.31, 0.35, 0.11, 0.41, 0.28, 0.33, 0.36, 0.23, -0.33, 0.31, 0.29, 0.33, -0.31, 0.29, 0.12, 0.00, -1.19, -0.88, 0.40, 0.32, 0.14, 0.29, 0.38, -0.36, 0.22, -0.42, 0.23, -0.34, 0.68], "energy_ha": -2151.43506, "total_charge": 1, "lumo_energy_ev": -5.5, "relative_energy_kcal_mol": 342.25, "molar_mass_g_mol": 520.792, "homo_lumo_gap_ev": 6.34, "largest_force_ev_per_a": 9.7}

---

No. 5
{"formula": "C34H32N3O4", "method": "the ωB97M-V functional and the def2-TZVPD basis", "species": ["C", "H", "C", "H", "H", "C", "C", "H", "C", "C", "N", "C", "C", "H", "C", "H", "C", "H", "H", "H", "C", "C", "H", "H", "H", "H", "C", "C", "C", "C", "H", "C", "C", "C", "H", "H", "H", "H", "H", "N", "H", "C", "C", "C", "H", "C", "H", "H", "C", "C", "O", "C", "C", "H", "N", "C", "H", "H", "C", "H", "C", "O", "O", "H", "H", "O", "H", "H", "C", "H", "C", "C", "C"], "coordinates": [[4.83, 3.13, 1.48], [0.48, 3.05, 4.59], [-4.13, 0.98, -0.57], [6.07, 1.76, 0.33], [-0.99, -3.22, -3.07], [2.54, -2.79, -1.50], [1.37, 3.35, 4.04], [-1.43, 0.83, -0.69], [5.57, -0.79, -0.16], [4.37, 0.77, 1.25], [-2.53, 0.11, -3.45], [0.80, -4.24, -2.36], [3.27, 0.94, 2.07], [-4.03, -1.35, -3.58], [-2.15, 1.40, -3.77], [1.15, 4.21, 3.39], [2.08, -4.08, -1.81], [2.11, -0.68, -1.53], [4.02, -1.40, 3.37], [3.40, 4.30, 2.63], [-5.50, 0.74, -0.50], [-3.81, -0.30, -3.80], [-6.12, 0.92, -1.38], [1.91, -3.11, 3.78], [-5.73, 0.22, -4.53], [-5.10, 2.64, -4.90], [-0.49, -2.18, 2.71], [2.88, 2.20, 2.54], [-1.83, 0.63, 0.31], [-6.06, 0.26, 0.69], [-2.25, -1.62, -2.31], [-3.05, 2.31, -4.29], [5.19, 1.89, 0.96], [3.68, 3.31, 2.25], [6.55, -0.61, 0.31], [-1.11, -1.76, 3.53], [5.48, -0.20, -1.09], [2.17, 3.62, 4.75], [-2.70, 3.32, -4.48], [0.83, -1.58, 2.71], [-1.31, 0.54, 2.41], [-3.87, 0.24, 1.73], [0.46, -1.84, -2.29], [-3.27, 0.63, 0.50], [-0.37, -3.26, 2.88], [2.98, -1.32, 3.10], [5.47, 3.99, 1.28], [-1.12, 1.65, -3.56], [1.75, -1.68, -1.76], [-4.37, 1.93, -4.54], [0.27, 0.48, -2.81], [-1.77, -0.69, -2.61], [-4.72, 0.59, -4.32], [-5.69, -0.26, 2.76], [2.50, -0.22, 2.41], [0.46, 0.41, 1.20], [-7.13, 0.06, 0.74], [3.54, -2.65, -1.08], [0.00, -3.12, -2.61], [0.42, -5.24, -2.61], [1.17, -0.37, 2.21], [1.73, 2.20, 3.26], [1.09, 0.94, 0.26], [2.70, -4.95, -1.62], [-3.24, 0.06, 2.61], [4.50, -0.48, 0.75], [-1.01, -2.02, 1.76], [-3.68, 1.43, -1.45], [-0.34, -0.59, -2.60], [5.45, -1.85, -0.38], [-5.25, 0.06, 1.81], [-0.99, 0.51, 1.37], [1.95, -2.15, 3.30]], "mulliken_charge": [-0.89, 0.26, -0.36, 0.44, 0.43, -0.01, -1.02, 0.58, -1.11, 0.54, 0.46, -0.69, 0.21, 0.34, -0.15, 0.37, -0.56, 0.38, 0.58, 0.43, -0.48, -0.14, 0.40, 0.50, 0.44, 0.41, -0.71, 0.73, 0.91, -0.53, 0.20, -0.71, -0.79, -0.79, 0.46, 0.28, 0.42, 0.38, 0.41, 0.30, 0.70, -0.53, 0.12, 0.37, 0.34, -0.19, 0.39, 0.58, -0.40, -0.32, -0.77, -1.26, -0.61, 0.38, 0.79, 1.34, 0.39, 0.16, -0.51, 0.39, -0.21, -0.25, -0.63, 0.41, 0.24, -0.15, 0.32, 0.48, 1.37, 0.31, -0.67, -2.42, -1.05], "energy_ha": -1779.73774, "total_charge": 1, "lumo_energy_ev": -3.5, "relative_energy_kcal_mol": 0.00, "molar_mass_g_mol": 546.647, "homo_lumo_gap_ev": 5.84, "largest_force_ev_per_a": 3.4}

---

No. 6
{"formula": "C30H21BrN7S2SbSe4Ti", "method": "the ωB97M-V functional and the def2-TZVPD basis", "species": ["C", "Se", "C", "H", "C", "C", "C", "H", "C", "H", "C", "C", "C", "C", "N", "C", "H", "H", "C", "N", "H", "C", "C", "Ti", "H", "N", "H", "Sb", "H", "N", "C", "Se", "C", "Br", "C", "C", "C", "H", "C", "H", "C", "H", "H", "C", "C", "C", "H", "C", "H", "H", "C", "Se", "C", "S", "H", "N", "H", "H", "Se", "N", "C", "C", "H", "C", "S", "N", "H"], "coordinates": [[-2.64, 1.13, 3.12], [-6.06, 1.72, -1.11], [2.58, -0.02, -5.71], [3.87, -1.83, 2.74], [-3.95, -1.04, -2.39], [-2.69, -1.17, -1.67], [5.35, -3.17, 0.88], [6.57, -4.15, -2.10], [6.01, -3.76, -1.26], [1.94, -2.09, -1.11], [2.01, -1.74, -0.09], [-2.40, 0.94, 1.78], [-5.73, 2.17, 4.96], [2.69, -0.55, -3.38], [-1.67, -1.20, -1.14], [2.28, 4.91, 1.81], [-3.05, 0.41, -3.73], [2.81, 0.63, -6.55], [0.85, -0.66, 1.68], [2.29, 5.83, 2.52], [-4.60, -0.38, -1.79], [-0.43, 0.23, 3.58], [3.05, 0.26, -4.45], [-0.17, 0.52, -0.41], [3.10, -0.37, -2.40], [0.85, 2.10, 0.46], [5.43, -3.09, 1.95], [-4.29, 3.31, -1.71], [1.05, -2.92, -4.88], [-1.28, 0.39, 1.29], [-3.75, -0.42, -3.78], [-1.65, 2.06, -1.68], [1.79, -1.16, -5.87], [4.09, 1.80, -4.13], [1.60, -1.99, -4.78], [1.80, -0.64, 3.97], [4.26, -2.71, 0.17], [-6.36, 2.12, 5.84], [0.68, -0.09, 4.45], [7.26, -4.19, 0.44], [1.55, 2.99, 0.74], [1.33, -1.39, -6.82], [-6.93, 3.49, 3.66], [3.08, -2.03, 0.70], [-3.89, 1.70, 3.61], [-1.60, 0.77, 4.03], [-3.13, 1.25, 1.04], [-4.49, 1.49, 4.83], [0.58, 0.14, 5.50], [-1.72, 0.96, 5.09], [6.34, -3.77, 0.06], [0.34, 1.13, -2.67], [1.94, -0.99, 2.57], [4.48, -3.02, -1.51], [2.64, -0.86, 4.62], [0.93, -1.02, 0.32], [-4.07, 0.85, 5.59], [-4.70, -0.04, -4.14], [-4.76, 4.12, -3.93], [2.41, 3.89, 1.00], [-6.05, 2.89, 3.84], [3.04, -1.62, 2.08], [-4.42, -2.02, -2.44], [-0.29, -0.03, 2.17], [-4.85, 2.74, 2.63], [2.07, -1.72, -3.57], [-3.35, -1.16, -4.49]], "nbo_charge": [-0.17, -0.91, -0.20, 0.20, -0.55, 0.47, -0.29, 0.22, -0.45, 0.22, 0.08, 0.09, -0.27, 0.02, -0.40, 0.45, 0.25, 0.22, 0.13, -0.50, 0.31, 0.01, -0.11, 0.92, 0.22, -0.63, 0.21, 0.75, 0.19, -0.55, -0.60, -0.31, -0.25, 0.07, 0.04, -0.19, -0.16, 0.20, -0.19, 0.21, 0.68, 0.21, 0.23, -0.19, -0.20, -0.20, 0.23, -0.28, 0.20, 0.20, -0.26, -0.25, -0.06, 0.44, 0.20, -0.58, 0.21, 0.23, -0.83, -0.68, -0.44, -0.21, 0.23, 0.07, 0.52, -0.41, 0.19], "energy_ha": -15605.13778, "total_charge": -2, "lumo_energy_ev": [3.5, 3.5], "relative_energy_kcal_mol": 11.95, "molar_mass_g_mol": 1109.052, "homo_lumo_gap_ev": [4.72, 4.72], "largest_force_ev_per_a": 1.6}